[1]
Computed, not measured: C8H7NO3 in the gas phase at a distorted geometry, with ωB97M-V/def2-TZVPD.

XYZ file:
```
19
Properties=species:S:1:pos:R:3:forces:R:3:nbo_charge:R:1
H -2.44238 2.14242 -1.27595 2.087 0.291 1.783 0.262
C -0.98559 2.81832 0.41078 -2.461 2.984 2.666 -0.203
C -0.70882 0.78052 -0.77662 -5.954 1.193 -2.759 0.369
H 0.40314 2.70030 2.30174 -0.865 0.588 -1.467 0.240
H -1.02137 -0.71476 -2.21672 -0.229 1.298 0.435 0.485
C 0.33663 -1.26694 -0.21841 -0.429 3.736 -3.956 -0.150
O 1.22103 -3.53424 -1.61455 0.565 -0.617 1.659 -0.388
O 2.11469 -3.95206 0.37379 3.177 -4.576 0.450 -0.336
C -1.54513 2.02609 -0.52881 2.009 -2.931 -2.681 -0.241
C 0.92535 -2.22884 0.38881 1.453 0.208 1.564 -0.155
C 0.40574 0.94886 1.23093 0.495 -0.560 4.025 -0.157
C -0.07143 0.11075 0.23122 1.207 -1.031 -2.478 -0.221
H 0.95633 0.38092 2.21378 -1.294 1.995 -2.981 0.217
H -1.67148 3.83768 0.65410 2.538 -2.646 -0.415 0.229
H 1.44379 -1.98626 1.41272 -1.402 -1.557 -1.893 0.245
N 1.44716 -3.40266 -0.41273 -2.440 4.617 -0.041 0.542
H 0.38538 -1.20497 -1.42487 -0.393 -1.207 3.017 0.226
C 0.00216 2.29269 1.33513 0.519 -1.455 0.689 -0.257
O -1.19521 0.25218 -2.08435 1.417 -0.330 2.384 -0.709
```
Positions in Å, forces in eV/Å.

LUMO energy ... -0.42 eV
Structure (SMILES) ... O=[N+]([O-])/C=C/c1ccccc1O
Relative energy (zero: lowest compared OMol25 entry of this formula, charge and spin) ... 163.9 kcal/mol
F_max ... 6.67 eV Å⁻¹

***

[2]
Computed, not measured: C21H25NO3 in the gas phase, with ωB97M-V/def2-TZVPD.

XYZ file:
```
50
Properties=species:S:1:pos:R:3:forces:R:3:nbo_charge:R:1
H 1.51866 -3.21397 -2.13723 -0.004 -0.039 -0.081 0.212
H 2.10073 1.14785 -1.92611 0.078 0.096 0.066 0.238
O -1.64135 -1.06766 -0.39592 -0.093 0.424 0.321 -0.509
H -3.82600 3.60696 0.43170 -0.039 0.083 0.006 0.214
H -5.54731 -0.27819 2.24628 -0.009 -0.007 -0.049 0.176
C 1.00153 -2.52577 1.11832 -0.080 -0.148 0.059 -0.200
H 5.60273 1.89038 0.65564 0.049 0.025 0.020 0.195
H -2.76007 -2.70100 0.23956 0.055 0.026 -0.136 0.184
H -1.62047 -2.92533 -1.11543 -0.082 0.017 -0.008 0.194
H 0.49814 -4.20463 -0.11044 -0.035 -0.070 -0.007 0.210
O -4.22831 -0.92140 0.77708 0.470 0.163 -0.150 -0.506
H 0.54409 2.01005 0.41369 -0.143 -0.066 -0.059 0.397
C -0.27841 1.11143 -1.22058 -0.162 0.221 0.122 0.681
N 0.73102 1.68616 -0.52182 0.320 0.221 0.305 -0.619
H 4.55304 -0.56899 -0.70241 -0.012 0.053 -0.079 0.219
C -2.13819 2.51541 -0.30224 0.005 -0.061 -0.002 -0.207
H 4.21718 -0.28719 2.26870 -0.011 -0.053 0.063 0.203
H -3.16388 -2.07814 -1.38163 0.021 0.010 0.019 0.178
C -1.60705 1.25427 -0.53692 -0.283 -0.324 -0.029 -0.178
H 3.12392 2.38153 1.28946 -0.013 0.060 -0.017 0.201
C 2.15258 -1.44283 -1.13353 -0.027 -0.047 0.039 -0.146
H 4.70436 1.32110 2.83321 0.008 -0.055 0.077 0.210
C -4.10581 1.49814 0.60501 -0.082 -0.097 0.029 -0.276
C -5.53022 -0.82560 1.29816 -0.195 0.013 0.099 -0.250
C 2.20111 -0.72022 0.05682 -0.001 -0.048 0.095 -0.028
C -2.35377 -2.25387 -0.67065 -0.091 -0.459 -0.115 -0.238
H 2.17874 1.12568 2.08274 -0.098 0.061 0.033 0.210
C 4.36797 0.46720 -0.42250 0.100 0.056 -0.033 -0.406
C 1.54391 -2.68012 -1.19840 0.019 -0.031 -0.112 -0.219
C 5.25858 0.86039 0.76415 0.051 -0.076 0.050 -0.401
H -6.21582 -0.35024 0.58942 0.030 0.000 0.032 0.178
C 1.61000 -1.28315 1.17885 0.037 0.093 0.027 -0.221
H 4.57462 1.08939 -1.29316 0.021 -0.009 -0.106 0.209
O -0.13318 0.60272 -2.30979 -0.037 -0.177 -0.251 -0.607
C -3.39265 2.63404 0.25822 0.019 0.048 0.015 -0.223
C -2.30742 0.09788 -0.18744 0.048 0.081 -0.040 0.349
C -3.57998 0.22838 0.40682 0.031 -0.139 -0.042 0.227
C 2.89406 0.63449 0.04390 -0.161 0.244 -0.178 -0.055
H 6.13434 0.21881 0.84771 0.083 0.049 -0.017 0.212
H -5.84901 -1.85243 1.47231 -0.032 0.091 0.012 0.200
H 1.61574 -0.77180 2.12896 0.040 0.097 0.068 0.205
H 2.59580 -1.03385 -2.02895 0.042 0.068 -0.104 0.204
C 0.96773 -3.23226 -0.06763 -0.023 -0.093 0.077 -0.224
C 3.02697 1.30126 1.42565 0.020 -0.268 0.051 -0.415
H 0.55162 -2.94021 2.00930 -0.036 -0.034 0.066 0.209
H -1.57546 3.39097 -0.58846 0.062 0.087 -0.037 0.218
H 2.58068 2.54822 -0.93715 0.062 -0.111 -0.045 0.192
H -5.08095 1.61433 1.05002 -0.089 -0.047 0.047 0.218
C 2.11310 1.55679 -0.91425 0.131 -0.107 -0.134 -0.217
C 4.33833 0.75671 1.97616 0.035 0.178 0.037 -0.399
```
Positions in Å, forces in eV/Å.

LUMO energy ... 0.74 eV
Structure (SMILES) ... COc1cccc(C(=O)NCC2(c3ccccc3)CCCC2)c1OC
Relative energy (zero: lowest compared OMol25 entry of this formula, charge and spin) ... 46.7 kcal/mol
F_max ... 0.54 eV Å⁻¹

***

[3]
Computed, not measured: C6H12FN in the gas phase at a distorted geometry, with ωB97M-V/def2-TZVPD.

XYZ file:
```
20
Properties=species:S:1:pos:R:3:forces:R:3:nbo_charge:R:1
N -0.31545 1.21450 -1.56094 1.325 -1.816 -1.606 -0.624
C -0.11439 -0.93474 0.85788 1.153 -0.922 0.693 -0.006
C 0.64087 2.28604 -1.62101 -0.408 0.974 0.510 -0.412
H 1.26101 2.19196 -2.53354 -0.169 -0.134 0.678 0.204
H 0.43722 -1.94360 2.75592 -0.068 -0.109 -0.080 0.156
C 0.89587 -1.33529 1.97111 -1.947 1.916 0.609 0.039
C -1.14415 0.99149 -0.38848 -1.546 -1.912 -0.981 -0.263
C -0.49904 -2.10395 -0.00858 0.073 -0.255 -0.160 -0.671
H 1.25144 -0.38628 2.41826 -0.088 -0.527 -0.002 0.158
H -0.13834 0.95355 1.56828 0.815 1.222 1.169 0.193
H -1.74897 1.86847 -0.15683 0.463 0.260 0.171 0.209
H -1.93917 0.25534 -0.77007 0.941 0.867 0.638 0.198
H -1.14220 -2.79226 0.58990 0.235 0.489 -0.472 0.225
C -0.44062 0.34901 0.77818 -0.621 -0.557 -1.368 -0.212
H 0.06790 3.21234 -1.75503 0.426 0.192 0.348 0.186
H 0.42736 -2.68716 -0.20883 -0.650 0.358 -0.204 0.236
F 1.96260 -2.00037 1.49146 1.101 -0.800 -0.796 -0.356
H -1.00925 -1.82749 -0.95788 0.368 -0.259 0.702 0.224
H 0.31210 0.39776 -1.78245 -1.680 0.469 0.669 0.350
H 1.23519 2.29069 -0.68735 0.276 0.544 -0.520 0.165
```
Positions in Å, forces in eV/Å.

LUMO energy ... 1.00 eV
Structure (SMILES) ... CNC/C=C(\C)CF
Relative energy (zero: lowest compared OMol25 entry of this formula, charge and spin) ... 35.3 kcal/mol
F_max ... 2.80 eV Å⁻¹

***

[4]
Computed, not measured: a molecular structure, C27H20N2Pt at a distorted geometry, with ωB97M-V/def2-TZVPD.

XYZ file:
```
50
Properties=species:S:1:pos:R:3:forces:R:3:nbo_charge:R:1
C -0.40586 -1.30115 1.20777 -0.582 -0.119 0.049 0.095
H 0.72320 5.72396 -0.91107 -0.001 0.005 0.013 0.243
C 0.38086 2.32771 -0.87221 -0.007 -0.022 -0.008 0.175
Pt -0.21224 -0.60413 -0.67440 1.994 0.855 -1.288 1.001
C 2.65449 2.96932 -0.46885 0.017 -0.030 -0.006 -0.142
H -2.17374 -2.86633 -1.54297 -0.016 -0.027 0.158 0.239
H 5.28983 -1.11593 1.93954 0.012 -0.020 -0.003 0.249
C -2.25942 3.01924 -1.46518 0.084 0.042 0.046 -0.249
H 1.22227 -2.47605 -1.88291 -0.047 0.009 0.007 0.433
H 3.05598 5.09021 -0.40783 0.009 0.001 -0.031 0.251
C 1.72051 1.97977 -0.62422 -0.044 -0.013 0.066 -0.201
C 3.18990 -1.51951 1.98088 -0.030 0.030 -0.026 -0.159
H -2.47902 -0.70679 1.28749 -0.034 -0.060 -0.045 0.243
C -2.05458 -0.71936 -1.40742 -0.515 -0.293 0.767 -0.019
H 5.48335 -1.34983 -0.51522 0.005 0.017 0.005 0.250
C -1.31880 4.00655 -1.29943 -0.091 -0.059 -0.003 -0.025
H 3.68722 2.70186 -0.28978 0.000 -0.002 0.033 0.240
H -4.66822 1.43130 -1.39034 -0.001 0.008 -0.069 0.242
H 3.11049 -1.39306 3.05240 -0.007 0.021 0.004 0.243
C -4.79353 -0.70756 -1.54934 -0.021 0.032 0.009 -0.168
H 2.02212 0.93725 -0.56047 0.013 0.033 0.020 0.196
C -1.84754 -1.80132 3.02828 0.044 0.071 0.013 -0.163
C 1.00847 4.68418 -0.81883 0.054 -0.034 0.007 -0.127
C -2.72898 0.51320 -1.39567 0.151 -0.080 0.041 -0.078
C -1.66307 -1.21982 1.77592 0.141 -0.058 0.069 -0.285
C -4.10390 -1.90671 -1.59205 0.054 -0.040 -0.173 -0.158
H -2.82049 -1.74909 3.49736 -0.002 -0.003 0.003 0.249
N 1.00251 -2.29832 -0.90471 -0.943 -0.371 0.372 -0.785
H 1.28814 -2.95442 3.58233 0.018 0.038 0.015 0.244
C 0.46532 -2.46389 3.07743 0.043 0.032 -0.019 -0.152
N -0.59345 1.36818 -1.01715 -0.622 0.092 0.683 -0.498
H -4.64086 -2.84132 -1.68146 -0.003 0.003 -0.014 0.253
C -2.70935 -1.92671 -1.50584 0.065 0.119 -0.182 -0.246
H -1.59882 5.04691 -1.41015 0.006 0.005 -0.004 0.252
C 3.40705 -1.78581 -0.79088 0.015 -0.028 0.071 -0.234
H -5.87322 -0.70795 -1.60599 -0.006 -0.005 0.057 0.253
C 0.69697 -1.88747 1.82830 -0.038 0.099 0.042 -0.168
C 2.19694 -1.96076 -0.14209 0.051 0.031 -0.034 0.144
C -1.86851 1.69553 -1.28423 0.046 -0.218 -0.033 0.248
C 0.01711 3.68851 -0.99116 0.080 0.059 -0.049 -0.107
C 2.29991 4.33145 -0.55091 -0.065 0.015 -0.014 -0.189
C 4.52568 -1.47671 -0.03011 0.013 -0.004 0.010 -0.177
H -3.28071 3.25387 -1.72511 -0.010 -0.004 0.019 0.255
C 2.05353 -1.81379 1.23894 -0.087 0.049 -0.300 -0.096
H 3.48751 -1.91486 -1.86376 0.006 -0.012 -0.009 0.235
C -0.79044 -2.43360 3.66342 -0.043 0.007 0.001 -0.171
H 0.53165 -3.11867 -0.52110 0.252 -0.146 -0.050 0.433
H -0.93845 -2.89758 4.62873 -0.010 -0.005 -0.001 0.252
C 4.41585 -1.35408 1.34914 0.002 -0.020 -0.024 -0.163
C -4.11364 0.50359 -1.44510 0.048 -0.001 -0.198 -0.160
```
Positions in Å, forces in eV/Å.

Net charge ... +2
LUMO energy ... -8.11 eV
Relative energy (zero: lowest compared OMol25 entry of this formula, charge and spin) ... 12.2 kcal/mol
F_max ... 2.52 eV Å⁻¹

***

[5]
Computed, not measured: 6 unconnected molecules or ions with the total composition C18H37Cl10O4P at a distorted geometry, with ωB97M-V/def2-TZVPD.

XYZ file:
```
70
Properties=species:S:1:pos:R:3:forces:R:3:nbo_charge:R:1
H -3.33138 0.63920 -0.14147 -0.026 -0.025 0.047 0.224
C 2.20582 -0.99732 3.19472 -0.038 -0.063 0.014 -0.379
H 4.31674 -1.53977 0.60127 0.052 -0.065 0.220 0.209
H -5.88891 -4.02968 0.96117 0.038 -0.025 -0.003 0.224
C 0.37336 -0.10405 -0.22179 0.153 0.974 1.860 0.803
H 3.33587 -0.49565 -1.76370 0.013 0.012 -0.023 -0.007
C -3.80391 0.90360 -1.08568 -0.008 0.062 0.082 -0.388
H 1.97902 9.37791 -0.28958 0.052 -0.011 0.008 0.223
C 3.24229 -2.16648 -3.41546 -0.484 0.042 0.248 -0.385
H -5.78912 1.25349 -0.32113 -0.014 -0.043 -0.046 0.222
C -2.41013 3.13443 1.65525 0.052 -0.102 -0.019 -0.389
H -6.57197 -4.65444 -1.95570 0.035 -0.056 0.007 0.225
Cl 3.36402 -3.46447 3.07083 -0.046 -0.114 0.096 -0.072
Cl 2.77788 6.91276 0.98607 0.003 -0.011 0.016 -0.063
H -1.66953 -3.95827 -0.86674 0.058 0.093 0.102 0.261
H -1.59141 4.31263 3.26473 -0.055 0.039 -0.013 0.227
Cl -4.09290 3.62704 1.98287 0.012 0.102 0.155 -0.059
H -3.07113 1.39768 -1.71960 -0.026 -0.035 -0.059 0.221
H 3.15823 -3.10492 -0.70972 0.023 -0.065 -0.083 0.189
Cl -4.30538 -4.29495 -1.43589 -0.021 -0.054 -0.045 -0.072
Cl -4.26540 -0.62916 -1.87633 0.081 -0.024 0.000 -0.065
H 3.27382 -1.86798 -4.46925 0.242 0.089 0.030 0.185
H 5.91123 -3.39225 -2.01151 -0.082 0.002 -0.019 0.189
O -0.19409 -2.58272 1.05357 -0.163 0.347 -1.278 -0.540
H 1.38252 -0.40054 3.58156 0.005 -0.002 -0.027 0.226
H 1.17292 8.00041 2.32125 0.043 0.005 0.018 0.224
H -0.99604 -2.85714 -2.10997 -0.140 -0.029 0.082 0.236
H 5.31583 -2.90760 1.17066 -0.177 0.166 0.069 0.222
C -0.82510 -3.33013 -1.14523 0.280 0.252 -0.095 -0.732
C -4.99935 1.78976 -0.84119 -0.027 0.136 0.023 -0.397
C 2.17395 -2.36712 3.81769 -0.142 0.015 0.079 -0.385
H 2.38173 -2.32790 4.88378 0.075 -0.003 -0.005 0.219
C 1.64697 9.39200 0.74501 -0.050 0.029 -0.037 -0.387
P 2.15334 -0.91476 -2.42942 0.390 -0.214 -0.075 0.799
H 4.50129 -4.26591 -2.60526 -0.117 0.133 -0.143 0.166
H 0.73162 9.97725 0.81242 -0.007 -0.006 0.034 0.222
C 4.82020 -3.35267 -2.08859 0.202 0.051 0.291 -0.056
H 4.32311 -4.33941 -0.29572 -0.137 0.043 -0.051 0.213
H 1.68732 -0.31932 -3.63275 -0.110 -0.003 0.058 -0.031
H -4.72714 2.65775 -0.23703 0.033 -0.188 -0.207 0.239
H 0.54309 7.56366 0.73099 0.016 0.023 -0.040 0.227
Cl -6.35803 -6.27379 0.42673 0.014 -0.004 0.011 -0.057
H -6.27308 -3.02799 -1.32611 0.037 0.017 0.040 0.229
C 4.23198 -3.31806 -0.68300 0.255 -0.303 0.328 -0.437
H -7.53363 -4.24580 0.34560 -0.013 -0.013 -0.030 0.224
H 1.87070 1.10747 -0.96700 -0.052 0.009 -0.120 0.245
Cl 2.88437 10.24603 1.70302 0.015 0.002 -0.009 -0.060
H 2.76875 -3.15863 -3.37593 0.028 0.034 -0.018 0.169
H 0.06637 -3.96093 -1.21263 -0.158 -0.059 0.016 0.247
Cl 3.71453 -0.11943 3.57117 0.042 0.008 -0.008 -0.075
H 0.47113 0.97266 -2.03696 -0.028 -0.238 -0.082 0.244
H -2.29674 3.03180 0.57788 -0.015 0.038 -0.005 0.217
H 1.19135 -2.80980 3.66376 0.012 0.017 -0.083 0.234
C -6.48910 -4.51177 0.19415 -0.038 0.033 0.040 -0.388
H -2.26640 2.16200 2.12092 0.027 -0.025 0.033 0.232
H 2.11287 -1.05312 2.11591 0.016 0.004 0.049 0.233
H 5.83081 -1.93065 -0.18681 -0.071 0.015 -0.001 0.204
O 4.53697 -2.20059 -2.86679 0.098 -0.138 -0.241 -0.544
C -6.05846 -4.08638 -1.18492 -0.082 0.104 -0.047 -0.384
H 1.42734 -1.96765 -1.83113 -0.147 0.006 -0.019 -0.052
C 1.14985 0.40439 -1.39139 -0.372 0.121 0.233 -0.862
Cl -1.44366 5.66805 1.34292 -0.064 -0.010 0.015 -0.069
C -0.52408 -2.31366 -0.07489 -0.065 -0.189 1.414 0.806
O 0.56828 0.24912 0.92409 -0.272 -0.550 -1.332 -0.554
C 1.38957 7.99890 1.25647 -0.050 -0.017 0.004 -0.387
H -0.40663 3.70318 2.10266 0.019 -0.015 -0.050 0.236
Cl -5.67680 2.40812 -2.37286 -0.027 -0.007 0.011 -0.064
C -1.40938 4.11061 2.21281 0.114 -0.020 0.047 -0.384
O -0.67123 -0.98863 -0.51025 0.594 -0.438 -0.823 -0.580
C 4.95302 -2.37047 0.29745 0.197 0.136 -0.645 -0.615
```
Positions in Å, forces in eV/Å.

LUMO energy ... 0.19 eV
Structure (SMILES) ... CCCOC[PH3]CC(=O)OC(C)=O.ClCCCl.ClCCCl.ClCCCl.ClCCCl.ClCCCl
F_max ... 2.11 eV Å⁻¹

***

[6]
Computed, not measured: a gas-phase ion, HINO2S (charge -1) at a distorted geometry, with ωB97M-V/def2-TZVPD.

XYZ file:
```
6
Properties=species:S:1:pos:R:3:forces:R:3:nbo_charge:R:1
H 0.36876 -1.37565 -1.11522 -0.364 1.650 2.250 0.342
I 2.33929 -0.50660 0.38518 -1.271 -0.330 -0.467 0.082
S -0.62626 0.88721 -0.15298 -0.104 0.380 0.971 1.596
O -2.05107 0.53373 -0.20456 0.164 -0.605 -0.624 -1.006
O -0.29314 1.33422 1.21711 0.418 -0.245 -0.733 -1.014
N 0.26242 -0.87293 -0.12952 1.158 -0.850 -1.396 -1.001
```
Positions in Å, forces in eV/Å.

Net charge ... -1
LUMO energy ... 3.01 eV
Relative energy (zero: lowest compared OMol25 entry of this formula, charge and spin) ... 6.6 kcal/mol
F_max ... 2.81 eV Å⁻¹

***

> F_max of number 6 (HINO2S)?

2.81 eV Å⁻¹